No. 1
{
  "formula": "C5H13N3",
  "method": "ωB97M-V with the def2-TZVPD basis set",
  "symbols": ["C", "C", "C", "C", "N", "C", "N", "N", "H", "H", "H", "H", "H", "H", "H", "H", "H", "H", "H", "H", "H"],
  "coordinates": [[0.484, 2.664, 1.213], [0.408, 1.114, 1.328], [1.236, 0.488, 0.279], [0.502, 0.103, -1.227], [0.154, -1.344, -1.526], [-1.005, -1.544, -0.744], [-1.341, -3.160, -0.928], [-1.064, -1.274, 0.689], [-0.098, 3.193, 1.905], [1.428, 3.205, 1.223], [0.155, 3.003, 0.130], [0.435, 0.759, 2.272], [-0.517, -0.360, 1.018], [1.915, -0.474, 0.461], [1.975, 1.175, -0.035], [-0.329, 0.828, -1.271], [1.254, 0.534, -2.029], [-1.812, -0.952, -1.272], [-1.200, -3.399, -1.911], [-0.559, -3.618, -0.465], [-2.022, -0.940, 0.891]],
  "forces_ev_per_a": [[-1.210, -0.567, -3.195], [3.794, 2.570, -4.564], [1.212, -2.316, 1.738], [0.796, -1.510, -3.686], [1.573, 5.800, 2.807], [-1.909, -3.714, -1.509], [-0.039, 2.776, 0.708], [0.427, 2.075, 0.638], [-1.229, 0.499, 0.981], [0.836, -0.909, 0.352], [0.082, -0.771, 1.876], [-0.626, -1.652, 2.974], [-1.220, -2.307, -1.077], [-2.134, 1.778, 0.240], [0.379, 1.053, -0.769], [-0.114, -0.560, 0.300], [-1.222, -1.297, 1.688], [0.208, -0.902, 0.348], [-0.038, 0.536, 0.061], [-0.014, 0.170, 0.221], [0.447, -0.755, -0.129]],
  "homo_energy_ev": -7.58,
  "homo_lumo_gap_ha": 0.192
}

No. 2
{
  "formula": "C15H50N16O9",
  "method": "ωB97M-V with the def2-TZVPD basis set",
  "symbols": ["C", "O", "C", "C", "C", "N", "H", "H", "H", "H", "H", "H", "H", "H", "H", "H", "H", "C", "O", "C", "C", "C", "N", "H", "H", "H", "H", "H", "H", "H", "H", "H", "H", "H", "N", "C", "N", "O", "H", "H", "H", "H", "N", "C", "N", "O", "H", "H", "H", "H", "N", "C", "N", "O", "H", "H", "H", "H", "N", "C", "N", "O", "H", "H", "H", "H", "N", "C", "N", "O", "H", "H", "H", "H", "N", "C", "N", "O", "H", "H", "H", "H", "N", "C", "N", "O", "H", "H", "H", "H"],
  "coordinates": [[4.223, -5.774, -5.944], [3.357, -5.093, -5.065], [3.074, -3.772, -5.609], [1.842, -3.162, -4.876], [2.094, -2.744, -3.390], [0.734, -4.128, -4.870], [5.099, -5.166, -6.255], [3.629, -6.141, -6.788], [4.531, -6.700, -5.465], [3.974, -3.147, -5.410], [2.992, -3.866, -6.711], [1.615, -2.269, -5.465], [1.145, -2.282, -3.141], [2.885, -2.002, -3.325], [2.146, -3.651, -2.759], [0.211, -4.002, -5.711], [1.095, -5.099, -4.820], [-5.541, -4.365, -1.544], [-4.909, -3.137, -1.817], [-3.495, -3.170, -1.796], [-2.973, -1.719, -1.571], [-3.281, -0.767, -2.664], [-1.532, -1.836, -1.573], [-5.846, -4.915, -2.427], [-6.434, -4.199, -0.935], [-5.023, -5.101, -0.929], [-3.129, -3.858, -0.996], [-3.032, -3.578, -2.702], [-3.314, -1.403, -0.612], [-4.305, -0.932, -3.016], [-2.645, -1.004, -3.524], [-3.194, 0.334, -2.400], [-1.100, -1.930, -2.518], [-1.194, -2.557, -1.004], [3.715, -0.303, 1.543], [3.723, 1.024, 1.267], [4.696, 1.885, 1.785], [2.838, 1.515, 0.587], [4.455, -0.669, 2.103], [2.839, -0.818, 1.366], [4.837, 2.616, 1.076], [5.570, 1.436, 2.036], [-2.855, 3.530, 0.451], [-3.832, 3.643, 1.360], [-4.410, 2.508, 1.884], [-4.228, 4.782, 1.558], [-2.380, 4.398, 0.279], [-2.394, 2.619, 0.374], [-4.944, 2.576, 2.765], [-3.852, 1.650, 1.861], [-3.669, 0.813, 5.223], [-2.727, 0.439, 4.347], [-3.036, -0.505, 3.416], [-1.640, 1.009, 4.385], [-4.347, 0.199, 5.568], [-3.255, 1.433, 5.924], [-2.449, -0.286, 2.586], [-3.991, -0.676, 3.204], [-0.659, 5.598, 4.912], [0.109, 4.598, 4.342], [-0.200, 4.256, 3.058], [0.944, 4.087, 5.069], [-0.472, 5.748, 5.895], [-1.533, 5.928, 4.532], [0.297, 3.545, 2.588], [-1.047, 4.677, 2.608], [1.326, 3.669, -2.971], [2.136, 2.717, -2.513], [3.474, 3.086, -2.510], [1.770, 1.586, -2.386], [1.708, 4.582, -2.998], [0.395, 3.652, -2.621], [3.712, 3.253, -3.489], [3.950, 2.196, -2.224], [3.655, 1.976, 5.631], [3.288, 0.821, 5.076], [2.069, 0.875, 4.472], [4.001, -0.193, 5.074], [2.933, 2.711, 5.694], [4.547, 2.207, 5.957], [1.477, 1.639, 4.786], [1.626, -0.029, 4.449], [-0.092, 1.133, 2.206], [-0.665, 0.718, 1.000], [0.043, 0.297, -0.075], [-1.923, 0.689, 0.856], [-0.628, 1.042, 3.093], [0.917, 1.152, 2.145], [-0.545, -0.200, -0.764], [1.017, 0.302, -0.211]],
  "forces_ev_per_a": [[-0.302, -0.571, 0.017], [-0.050, 1.201, -0.422], [0.760, -0.275, 1.132], [1.131, -1.105, 0.209], [-0.854, -0.621, -1.387], [0.316, -0.053, 0.217], [-0.483, -0.359, 0.112], [0.269, 0.412, -0.498], [0.386, 0.131, 0.349], [-0.410, -0.151, -0.171], [-0.504, 0.160, 0.458], [-0.426, -0.046, 0.165], [-0.002, 0.337, 0.386], [0.244, -0.247, 0.419], [0.600, 0.583, -0.264], [-0.444, -0.333, -0.523], [-0.252, 0.993, -0.152], [-0.896, -0.379, 0.479], [0.194, -0.689, 0.249], [-0.114, 0.521, 0.347], [1.029, -2.130, -0.654], [-1.381, 1.365, -0.944], [1.295, 1.449, -1.062], [-0.005, 0.124, -0.509], [-0.159, 0.427, -0.319], [0.967, 0.294, 0.046], [-0.253, 0.634, -0.099], [-0.331, 0.096, -0.399], [-0.222, 0.499, 0.750], [-0.003, 0.207, 0.090], [0.000, 0.257, 0.066], [0.165, -1.435, -0.137], [-0.824, -0.033, 1.064], [0.582, -1.191, 0.952], [-0.041, 0.164, -0.084], [-0.729, 0.480, -0.117], [0.460, -0.735, -0.807], [-0.686, 0.158, -0.336], [-0.135, -0.543, 0.497], [1.127, 0.508, 0.265], [-0.070, -0.252, 0.720], [-0.065, 0.138, 0.124], [1.218, -2.041, -0.474], [-0.994, 1.251, -0.018], [0.174, -0.968, 0.889], [-0.813, 0.380, 1.305], [0.022, -0.185, -0.209], [0.150, 0.463, -0.158], [0.523, 0.517, -1.046], [-0.060, 0.528, -0.291], [0.355, 1.642, 1.238], [0.314, 0.083, -0.333], [1.576, 0.460, -0.753], [0.261, -0.119, 0.039], [-1.046, -1.016, 0.261], [-0.458, -0.351, -0.297], [-0.667, -0.634, 0.129], [-0.662, -0.052, -0.060], [-0.087, 0.202, -0.285], [-1.329, 0.382, 0.596], [-1.521, 1.840, 0.282], [1.115, -0.872, -0.469], [-0.163, -0.091, -0.373], [0.207, -0.097, -0.009], [0.332, -0.817, -0.334], [1.461, -0.820, 0.653], [-1.037, 1.625, -0.187], [0.384, -0.898, -1.396], [1.674, -1.285, 0.374], [-0.604, -1.640, 1.266], [0.266, 0.838, 0.115], [-0.740, -0.291, -0.112], [0.280, 0.262, 0.293], [-0.245, 1.253, -0.369], [-2.143, 2.100, 0.277], [1.618, -1.631, -0.036], [-0.857, -0.097, -0.015], [-0.557, 0.689, -0.263], [0.888, -0.437, -0.157], [1.243, -0.252, 0.368], [-0.168, -0.143, -0.250], [-0.164, 0.030, -0.107], [0.288, -0.473, -2.641], [-0.873, -0.162, 0.422], [-1.334, -0.115, 0.352], [0.417, 0.004, 0.988], [0.264, 0.228, -0.575], [0.007, -0.078, 0.613], [0.375, 0.364, 0.324], [1.232, 0.435, 0.205]],
  "smiles": "COC[C@H](C)N.COC[C@H](C)N.NC(N)=O.NC(N)=O.NC(N)=O.NC(N)=O.NC(N)=O.NC(N)=O.NC(N)=O",
  "homo_energy_ev": -9.04,
  "homo_lumo_gap_ha": 0.351
}

No. 3
{
  "formula": "C3H7N4",
  "method": "ωB97M-V with the def2-TZVPD basis set",
  "symbols": ["C", "C", "C", "N", "N", "N", "N", "H", "H", "H", "H", "H", "H", "H"],
  "coordinates": [[-1.910, -0.322, -0.080], [0.796, -0.464, 0.023], [-0.986, 0.572, 0.531], [-2.674, -1.027, -0.555], [0.946, -1.598, 0.647], [-0.913, 1.831, 0.070], [1.541, -0.065, -0.965], [-0.860, 0.454, 1.604], [0.295, -1.892, 1.358], [1.673, -2.270, 0.409], [-0.398, 2.530, 0.582], [-1.188, 2.057, -0.873], [1.370, 0.818, -1.420], [2.307, -0.625, -1.330]],
  "forces_ev_per_a": [[-0.158, 0.021, -0.047], [-2.586, 0.726, 0.657], [2.826, -0.310, -0.128], [-0.325, -0.413, -0.268], [0.561, -0.537, -0.057], [-0.141, 0.310, -0.165], [0.363, -0.119, -0.092], [-0.085, 0.020, -0.105], [-0.001, 0.074, -0.020], [-0.099, 0.078, 0.088], [-0.129, -0.062, 0.012], [-0.115, -0.008, 0.071], [-0.076, 0.049, 0.045], [-0.034, 0.172, 0.010]],
  "charge": 1,
  "homo_energy_ev": -14.24,
  "homo_lumo_gap_ha": 0.372
}

No. 4
{
  "formula": "C6H9N",
  "method": "ωB97M-V with the def2-TZVPD basis set",
  "symbols": ["C", "C", "C", "C", "C", "N", "C", "H", "H", "H", "H", "H", "H", "H", "H", "H"],
  "coordinates": [[0.840, 2.100, -0.091], [0.283, 1.100, 0.959], [-0.174, -0.186, 0.337], [0.670, -1.294, 0.052], [-0.028, -2.194, -0.707], [-1.316, -1.708, -0.780], [-1.416, -0.531, -0.097], [0.644, 1.782, -1.108], [0.510, 3.117, 0.101], [1.924, 2.126, 0.018], [1.110, 0.860, 1.632], [-0.543, 1.500, 1.554], [1.742, -1.257, 0.220], [0.118, -3.196, -1.060], [-2.094, -2.337, -0.905], [-2.271, 0.118, -0.126]],
  "forces_ev_per_a": [[0.383, -0.178, 0.726], [-0.006, -0.260, -0.350], [0.352, -0.330, 0.572], [1.167, 0.414, -0.835], [-0.967, 0.142, 0.845], [-0.451, -0.704, -0.010], [0.114, 0.849, -0.343], [-0.324, 0.131, -0.130], [-0.248, 0.072, -0.214], [0.105, 0.024, -0.141], [-0.250, 0.051, 0.246], [0.192, 0.225, -0.095], [-0.183, -0.341, 0.066], [0.526, -0.051, -0.075], [0.011, 0.219, -0.282], [-0.420, -0.264, 0.021]],
  "smiles": "CCc1cc[nH]c1",
  "homo_energy_ev": -8.22,
  "homo_lumo_gap_ha": 0.341
}

No. 5
{
  "formula": "C4H7NO",
  "method": "ωB97M-V with the def2-TZVPD basis set",
  "symbols": ["C", "C", "C", "C", "O", "N", "H", "H", "H", "H", "H", "H", "H"],
  "coordinates": [[0.764, 0.941, -0.949], [-0.287, 0.545, -0.051], [-0.377, -0.498, 1.012], [-1.542, 0.455, 1.299], [-2.382, 0.508, 2.134], [-1.283, 1.341, 0.218], [0.480, 1.744, -1.621], [1.681, 1.188, -0.415], [0.931, 0.123, -1.624], [1.099, -2.313, -1.584], [-0.674, -1.500, 0.695], [0.448, -0.442, 1.731], [1.143, -2.092, -0.844]],
  "forces_ev_per_a": [[0.681, -0.261, -1.673], [0.386, 2.135, -0.253], [-0.269, 0.328, -0.228], [-1.579, -0.044, 1.182], [-0.296, -0.079, 0.532], [0.445, -1.394, 0.174], [-0.192, 0.442, 0.406], [0.040, -0.127, 0.005], [0.731, -0.621, -0.283], [0.068, 0.258, 1.034], [0.255, 0.105, 0.214], [-0.238, -0.365, -0.057], [-0.032, -0.376, -1.053]],
  "homo_energy_ev": -9.92,
  "homo_lumo_gap_ha": 0.385
}

No. 6
{
  "formula": "C32H29BrClMgN5O2",
  "method": "ωB97M-V with the def2-TZVPD basis set",
  "symbols": ["Mg", "C", "C", "C", "C", "C", "C", "C", "N", "N", "C", "C", "C", "C", "C", "C", "N", "C", "C", "C", "C", "C", "C", "N", "H", "H", "H", "H", "H", "H", "H", "H", "H", "H", "H", "H", "H", "H", "H", "H", "H", "H", "H", "H", "Cl", "C", "C", "C", "C", "C", "C", "C", "H", "H", "H", "H", "H", "H", "Br", "C", "C", "N", "C", "C", "C", "C", "O", "O", "H", "H", "H"],
  "coordinates": [[-0.573, 0.283, -0.062], [0.562, 3.413, -0.511], [1.741, 2.763, -1.215], [1.376, 1.902, -2.404], [2.245, 0.900, -2.826], [1.959, 0.207, -3.987], [0.798, 0.520, -4.680], [-0.028, 1.499, -4.161], [0.250, 2.188, -3.053], [-0.083, 2.584, 0.532], [0.766, 2.498, 1.719], [0.271, 1.453, 2.693], [0.932, 1.250, 3.899], [0.467, 0.274, 4.758], [-0.650, -0.466, 4.395], [-1.236, -0.207, 3.173], [-0.793, 0.735, 2.335], [-1.353, 3.225, 0.899], [-2.502, 2.748, 0.054], [-3.571, 3.580, -0.243], [-4.645, 3.068, -0.949], [-4.613, 1.741, -1.342], [-3.498, 0.987, -1.026], [-2.461, 1.473, -0.340], [-0.196, 3.642, -1.261], [0.876, 4.362, -0.053], [2.351, 2.173, -0.532], [2.378, 3.571, -1.590], [3.119, 0.663, -2.232], [2.614, -0.581, -4.333], [0.522, -0.003, -5.584], [-0.960, 1.751, -4.655], [0.823, 3.473, 2.226], [1.775, 2.225, 1.417], [1.802, 1.847, 4.141], [0.969, 0.087, 5.698], [-1.046, -1.244, 5.032], [-2.084, -0.788, 2.832], [-1.270, 4.317, 0.840], [-1.591, 2.978, 1.934], [-3.551, 4.614, 0.077], [-5.491, 3.697, -1.194], [-5.425, 1.294, -1.898], [-3.411, -0.045, -1.337], [1.618, -2.754, -1.883], [0.003, -3.274, -1.436], [-0.139, -4.582, -1.007], [-1.389, -5.062, -0.651], [-2.480, -4.207, -0.749], [-2.312, -2.902, -1.172], [-1.059, -2.361, -1.519], [-0.904, -0.945, -1.874], [0.735, -5.220, -0.964], [-1.508, -6.084, -0.317], [-3.472, -4.561, -0.493], [-3.181, -2.253, -1.233], [-1.735, -0.613, -2.502], [0.015, -0.781, -2.434], [3.189, -5.609, 2.865], [3.371, -3.837, 2.230], [4.631, -3.253, 2.185], [4.830, -2.016, 1.746], [3.769, -1.328, 1.331], [2.477, -1.832, 1.349], [2.268, -3.124, 1.811], [1.315, -1.021, 0.871], [0.157, -1.458, 1.056], [1.525, 0.095, 0.305], [5.501, -3.809, 2.514], [3.942, -0.324, 0.962], [1.267, -3.535, 1.819]],
  "forces_ev_per_a": [[0.096, -0.045, 0.115], [0.000, 0.025, 0.024], [0.003, 0.021, -0.033], [-0.018, -0.010, -0.001], [-0.005, -0.010, 0.005], [0.004, 0.012, 0.014], [-0.009, 0.008, -0.015], [0.010, 0.022, -0.008], [0.005, -0.004, 0.007], [0.000, 0.075, -0.071], [-0.031, -0.056, 0.034], [-0.071, 0.034, -0.035], [0.014, 0.057, -0.006], [0.011, -0.009, 0.022], [-0.036, -0.011, -0.009], [-0.025, 0.058, -0.013], [0.125, -0.066, 0.008], [-0.019, -0.020, -0.037], [0.055, -0.050, -0.011], [-0.007, 0.016, -0.007], [0.009, 0.004, 0.004], [-0.003, -0.019, -0.011], [0.010, 0.031, 0.020], [-0.144, 0.045, -0.007], [-0.004, 0.001, 0.007], [0.011, 0.003, 0.004], [0.000, 0.013, 0.003], [0.012, -0.010, 0.004], [0.002, -0.002, -0.013], [-0.001, 0.002, -0.001], [0.003, -0.008, 0.004], [-0.001, -0.003, 0.003], [0.005, 0.008, 0.005], [-0.011, -0.020, -0.009], [-0.001, -0.013, 0.013], [0.003, 0.003, 0.000], [0.006, 0.006, 0.010], [0.013, -0.008, -0.021], [0.004, 0.002, -0.006], [-0.007, -0.011, 0.005], [-0.002, -0.001, -0.004], [0.002, 0.000, 0.001], [-0.001, 0.006, 0.004], [0.001, -0.003, 0.004], [0.019, -0.015, 0.011], [-0.012, 0.027, -0.003], [-0.014, 0.023, -0.008], [0.024, -0.022, 0.005], [-0.027, 0.019, -0.004], [0.050, 0.005, -0.011], [-0.023, -0.038, -0.007], [0.023, 0.019, 0.009], [-0.002, -0.002, 0.003], [-0.002, 0.003, 0.000], [0.004, 0.000, 0.000], [-0.008, -0.008, 0.001], [-0.018, 0.021, 0.042], [-0.012, -0.019, -0.020], [-0.003, -0.006, 0.000], [0.028, -0.005, 0.007], [-0.029, -0.004, -0.005], [0.014, 0.011, -0.007], [-0.007, -0.006, 0.007], [-0.013, -0.006, -0.019], [-0.015, 0.023, -0.001], [-0.033, -0.003, -0.017], [0.051, -0.037, -0.044], [-0.025, -0.047, 0.059], [0.005, 0.008, 0.000], [0.012, -0.006, 0.001], [0.005, -0.006, -0.002]],
  "homo_energy_ev": -6.56,
  "homo_lumo_gap_ha": 0.251
}